Computed, not measured: a structure of composition C4H2CuO5 in a non-equilibrium geometry, with the ωB97M-V functional and the def2-TZVPD basis.

```
12
Properties=species:S:1:pos:R:3:mulliken_charge:R:1
C -2.6638 -2.3450 3.1033 0.529
O -3.5050 -2.7237 3.7764 -0.189
O -1.8199 -1.9402 2.4013 -0.423
O 0.5944 -1.1954 -0.1279 -0.469
C 0.9297 -0.3161 -0.9006 0.303
O 0.3576 0.8622 -0.8466 -0.195
Cu -0.4890 -1.5554 1.1960 1.070
H 1.7588 -0.4476 -1.6136 0.370
O -0.2016 2.6531 -2.2061 -0.135
C 0.6344 1.8999 -1.8070 0.596
C 2.0201 2.1500 -1.8143 0.188
H 2.3844 2.9583 -1.1609 0.356
```

Results
Orbital gap (alpha / beta): 4.215 / 4.261 eV
Energy: -59032.327 eV
Relative energy (zero: lowest compared OMol25 entry of this formula, charge and spin): 40.7 kcal per mole
2S+1: 2
Charge: +2